1.
{"formula": "C21H29FeN4O4S", "method": "wB97M-V/def2-TZVPD", "spin_multiplicity": 6, "e_above_lowest_kj_mol": 117.09, "charge": 2, "gap_ev": [8.93, 6.12], "s2": 8.76, "lumo_energy_ev": [-4.94, -7.75], "symbols": ["Fe", "C", "C", "C", "C", "C", "C", "H", "H", "H", "H", "H", "H", "N", "C", "C", "C", "O", "O", "H", "H", "H", "H", "H", "H", "O", "C", "O", "C", "N", "C", "C", "C", "H", "H", "H", "H", "H", "H", "H", "H", "H", "N", "C", "S", "N", "C", "C", "C", "C", "C", "C", "H", "H", "H", "H", "H", "H", "H", "H"], "positions_angstrom": [[-0.296, -1.913, 0.636], [-1.062, -4.184, -1.140], [0.222, -3.722, -1.415], [1.216, -3.768, -0.434], [0.925, -4.328, 0.813], [-0.348, -4.840, 1.062], [-1.346, -4.749, 0.098], [-1.829, -4.134, -1.901], [0.465, -3.359, -2.404], [2.226, -3.450, -0.663], [1.707, -4.434, 1.553], [-0.550, -5.333, 2.004], [-2.335, -5.138, 0.300], [-0.823, -2.414, 2.783], [-1.628, -1.444, 3.560], [-2.891, -1.055, 2.794], [-2.476, -0.357, 1.520], [-2.394, 0.868, 1.459], [-2.152, -1.137, 0.525], [-1.333, -3.290, 2.760], [0.037, -2.609, 3.289], [-1.006, -0.567, 3.738], [-1.897, -1.856, 4.533], [-3.499, -0.391, 3.406], [-3.469, -1.949, 2.556], [0.946, 0.931, -0.536], [0.680, 0.861, 0.666], [0.501, -0.196, 1.365], [0.493, 2.196, 1.375], [-0.048, 1.995, 2.758], [0.424, 3.163, 3.566], [1.852, 3.336, 3.071], [1.770, 3.046, 1.560], [-0.270, 2.738, 0.819], [0.351, 1.118, 3.102], [-1.067, 1.841, 2.708], [0.322, 2.947, 4.626], [-0.208, 4.011, 3.308], [2.509, 2.623, 3.570], [2.227, 4.334, 3.283], [2.649, 2.518, 1.197], [1.682, 3.965, 0.987], [-2.244, 0.471, -1.912], [-1.034, 0.555, -2.428], [0.112, -0.685, -1.977], [-0.735, 1.470, -3.336], [0.515, 1.757, -3.974], [1.708, 1.792, -3.271], [2.879, 2.081, -3.960], [2.849, 2.357, -5.318], [1.639, 2.355, -6.001], [0.467, 2.054, -5.332], [-2.403, -0.214, -1.163], [-2.956, 1.160, -2.110], [-1.515, 2.010, -3.691], [1.730, 1.646, -2.201], [3.816, 2.110, -3.421], [3.764, 2.590, -5.844], [1.608, 2.583, -7.058], [-0.477, 2.036, -5.864]], "atomic_forces_ev_per_a": [[-0.51, -0.33, -0.11], [0.01, 0.00, -0.01], [-0.02, -0.04, -0.02], [-0.04, 0.06, 0.07], [0.01, -0.06, 0.04], [0.03, -0.10, 0.00], [0.01, 0.01, 0.02], [0.00, 0.00, 0.00], [-0.02, 0.02, 0.01], [-0.02, 0.07, 0.01], [0.00, 0.06, 0.01], [0.00, 0.01, 0.00], [0.00, -0.01, 0.00], [0.22, -0.01, -0.08], [-0.11, -0.01, 0.01], [0.12, -0.03, 0.04], [-0.07, 0.12, -0.35], [0.21, 0.03, 0.21], [0.12, 0.05, -0.08], [0.00, -0.03, -0.01], [-0.03, -0.04, 0.04], [-0.01, 0.02, 0.01], [0.02, -0.01, 0.01], [0.01, 0.02, -0.01], [-0.02, 0.00, 0.02], [0.17, 0.23, 0.27], [-0.45, -0.36, 0.64], [0.37, 0.48, -0.33], [0.04, 0.10, -0.08], [-0.15, -0.20, -0.11], [0.00, 0.07, 0.04], [-0.01, -0.01, -0.03], [0.01, 0.00, 0.03], [0.01, -0.03, -0.02], [0.01, -0.03, 0.03], [-0.01, 0.06, -0.05], [0.00, -0.01, -0.01], [-0.01, -0.01, 0.00], [0.00, 0.00, 0.01], [0.01, -0.01, 0.01], [0.02, 0.01, 0.01], [0.00, 0.00, -0.01], [-0.07, -0.20, 0.27], [0.09, -0.07, -0.24], [0.07, -0.15, -0.04], [-0.20, 0.00, 0.16], [0.11, -0.05, -0.15], [0.08, 0.11, 0.02], [-0.04, 0.01, -0.03], [-0.01, 0.01, -0.03], [0.06, 0.01, 0.00], [-0.02, -0.09, 0.03], [0.03, 0.29, 0.00], [-0.03, -0.05, 0.00], [0.01, 0.08, 0.07], [0.02, 0.02, -0.28], [0.01, 0.00, -0.01], [0.00, 0.00, 0.00], [0.00, 0.00, 0.00], [0.00, -0.01, 0.00]]}

---

2.
{"formula": "C21H29N10O4PReS", "method": "wB97M-V/def2-TZVPD", "spin_multiplicity": 2, "e_above_lowest_kj_mol": 0.00, "charge": 4, "gap_ev": [6.33, 5.93], "s2": 0.75, "lumo_energy_ev": [-12.41, -12.81], "symbols": ["Re", "C", "C", "C", "N", "N", "C", "N", "S", "H", "H", "H", "H", "H", "H", "H", "C", "N", "C", "N", "C", "N", "C", "P", "C", "C", "H", "H", "H", "H", "H", "H", "H", "H", "H", "H", "H", "H", "H", "N", "C", "C", "N", "C", "C", "N", "H", "H", "H", "H", "H", "O", "C", "O", "C", "C", "C", "C", "C", "C", "N", "O", "O", "H", "H", "H", "H"], "positions_angstrom": [[-0.307, -0.332, 0.423], [-3.267, 0.101, 4.900], [-1.836, 0.467, 4.485], [-1.161, -0.639, 3.750], [-0.643, -0.566, 2.568], [-0.109, -1.742, 2.076], [-0.238, -2.749, 2.927], [0.173, -3.987, 2.710], [-1.014, -2.243, 4.400], [-3.706, 0.934, 5.445], [-3.285, -0.764, 5.564], [-3.893, -0.110, 4.033], [-1.243, 0.699, 5.374], [-1.819, 1.350, 3.844], [0.616, -4.249, 1.843], [0.065, -4.711, 3.407], [4.725, 0.727, 2.491], [3.928, 1.969, 2.024], [4.450, 2.369, 0.623], [4.345, 1.266, -0.267], [5.112, 0.118, 0.223], [4.612, -0.313, 1.530], [3.297, -0.933, 1.467], [2.066, 0.299, 0.840], [2.451, 1.697, 2.001], [2.983, 0.928, -0.645], [4.332, 0.437, 3.464], [5.760, 1.054, 2.593], [4.112, 2.740, 2.674], [5.490, 2.662, 0.760], [3.864, 3.226, 0.293], [6.160, 0.403, 0.317], [5.044, -0.703, -0.488], [3.000, -1.294, 2.454], [3.326, -1.789, 0.791], [2.130, 1.456, 3.015], [1.935, 2.605, 1.683], [2.470, 1.808, -1.038], [2.990, 0.161, -1.420], [-4.382, -3.911, -0.453], [-4.007, -2.682, -0.100], [-2.648, -2.304, 0.035], [-2.333, -1.057, 0.391], [-3.308, -0.163, 0.623], [-4.633, -0.559, 0.482], [-4.974, -1.781, 0.134], [-3.731, -4.646, -0.671], [-5.368, -4.109, -0.538], [-1.840, -3.000, -0.154], [-3.030, 0.841, 0.911], [-5.438, 0.146, 0.661], [-0.296, 3.155, -2.098], [-0.595, 2.462, -2.934], [-0.389, 0.359, -1.097], [-0.967, 1.847, -4.121], [-1.071, 2.776, -5.192], [-1.449, 2.304, -6.430], [-1.698, 0.949, -6.567], [-1.601, 0.028, -5.530], [-1.236, 0.474, -4.283], [-2.099, 0.438, -7.916], [-2.066, -0.761, -8.050], [-2.371, 1.275, -8.736], [-0.867, 3.829, -5.041], [-1.558, 2.963, -7.282], [-1.810, -1.014, -5.732], [-1.154, -0.205, -3.449]], "atomic_forces_ev_per_a": [[-0.27, -0.20, 0.31], [0.00, 0.01, 0.01], [0.01, -0.01, 0.00], [-0.04, 0.01, -0.01], [0.14, 0.07, -0.20], [0.00, 0.02, -0.03], [-0.01, 0.02, 0.00], [-0.01, -0.02, 0.00], [0.01, -0.01, 0.00], [0.00, 0.00, -0.01], [0.00, 0.00, 0.00], [0.00, -0.01, 0.00], [0.01, 0.00, 0.00], [-0.01, 0.00, 0.00], [0.01, 0.01, 0.00], [0.00, 0.00, 0.00], [0.00, 0.00, 0.00], [0.00, 0.01, 0.01], [0.00, -0.02, 0.01], [0.02, 0.02, -0.03], [-0.01, 0.01, 0.01], [0.01, -0.01, 0.00], [-0.02, 0.01, 0.01], [0.00, 0.03, -0.02], [0.01, -0.02, -0.01], [0.02, 0.00, 0.05], [0.00, 0.00, 0.00], [0.00, 0.00, 0.00], [0.00, 0.00, 0.00], [0.00, 0.00, 0.00], [0.00, 0.00, 0.00], [0.00, 0.00, 0.00], [0.00, 0.00, 0.00], [0.00, 0.00, 0.00], [0.00, 0.00, 0.00], [-0.01, 0.00, 0.00], [0.00, 0.00, 0.01], [-0.01, -0.01, -0.02], [0.00, 0.00, 0.00], [0.00, -0.02, 0.00], [0.02, 0.02, 0.01], [-0.01, 0.00, -0.01], [-0.01, -0.01, -0.04], [-0.01, -0.01, 0.04], [0.01, -0.01, 0.01], [-0.02, -0.01, 0.01], [0.00, 0.00, 0.00], [0.00, 0.00, 0.00], [0.00, 0.01, -0.01], [0.00, 0.00, -0.01], [0.00, 0.00, 0.00], [0.00, -0.41, 0.11], [-0.13, 0.42, -0.49], [0.30, -0.04, 0.32], [-0.01, 0.25, -0.11], [-0.02, -0.08, 0.00], [-0.02, 0.03, -0.01], [-0.09, 0.00, 0.04], [0.03, 0.01, 0.01], [0.01, -0.04, 0.08], [0.29, 0.04, -0.08], [-0.12, -0.03, 0.04], [-0.09, 0.00, 0.01], [0.01, 0.00, 0.00], [0.00, -0.01, 0.00], [0.00, 0.00, 0.00], [0.01, -0.01, 0.02]]}

---

3.
{"formula": "C21H29N3O3", "method": "wB97M-V/def2-TZVPD", "spin_multiplicity": 1, "e_above_lowest_kj_mol": 245.99, "smiles": "COc1ccc(NC(=O)N(CCC(C)C)[C@H](C)c2ccccn2)c(OC)c1", "charge": 0, "gap_ev": 8.20, "lumo_energy_ev": 0.63, "symbols": ["C", "H", "O", "C", "C", "C", "C", "C", "C", "H", "O", "C", "H", "H", "H", "N", "C", "O", "N", "C", "H", "C", "H", "H", "C", "C", "H", "H", "H", "C", "H", "H", "H", "H", "H", "C", "C", "N", "C", "C", "C", "C", "H", "H", "H", "H", "C", "H", "H", "H", "H", "H", "H", "H", "H", "H"], "positions_angstrom": [[-1.448, -5.307, 4.164], [-1.767, -5.910, 3.308], [-0.342, -4.500, 3.844], [-0.486, -3.566, 2.857], [-1.649, -3.338, 2.133], [-1.673, -2.375, 1.139], [-0.551, -1.611, 0.854], [0.610, -1.817, 1.613], [0.641, -2.788, 2.593], [1.539, -2.947, 3.169], [1.732, -1.028, 1.386], [1.656, 0.213, 2.059], [2.555, 0.768, 1.796], [0.773, 0.785, 1.753], [1.621, 0.069, 3.144], [-0.523, -0.682, -0.187], [-1.535, 0.197, -0.450], [-2.525, 0.315, 0.250], [-1.342, 0.990, -1.563], [-2.122, 2.207, -1.644], [-2.639, 2.256, -2.610], [-1.261, 3.462, -1.462], [-1.922, 4.330, -1.434], [-0.602, 3.574, -2.327], [-0.398, 3.437, -0.195], [0.572, 4.617, -0.208], [1.214, 4.579, -1.086], [1.204, 4.600, 0.677], [0.025, 5.557, -0.221], [-1.252, 3.463, 1.070], [-1.878, 2.577, 1.137], [-0.616, 3.495, 1.952], [-1.892, 4.343, 1.077], [0.191, 2.512, -0.198], [-2.877, 2.147, -0.859], [-0.478, 0.691, -2.694], [0.978, 1.053, -2.468], [1.631, 0.386, -1.525], [2.903, 0.649, -1.292], [3.611, 1.612, -1.993], [2.944, 2.313, -2.986], [1.611, 2.029, -3.232], [1.072, 2.553, -4.007], [3.456, 3.071, -3.562], [4.649, 1.804, -1.774], [3.358, 0.054, -0.512], [-0.602, -0.765, -3.161], [-1.653, -1.027, -3.253], [-0.126, -0.873, -4.133], [-0.130, -1.450, -2.465], [-0.845, 1.327, -3.509], [0.408, -0.453, -0.557], [-2.578, -2.201, 0.581], [-2.545, -3.907, 2.324], [-2.293, -4.709, 4.520], [-1.112, -5.966, 4.963]], "atomic_forces_ev_per_a": [[-0.16, -0.11, 0.04], [0.00, 0.03, 0.03], [0.22, 0.22, -0.12], [0.10, 0.15, -0.06], [-0.02, -0.25, 0.23], [0.24, 0.12, -0.03], [-0.06, -0.20, 0.26], [-0.19, 0.08, 0.01], [-0.02, -0.08, 0.02], [0.14, 0.00, 0.06], [-0.27, -0.55, -0.16], [-0.02, 0.30, 0.20], [-0.02, 0.04, 0.03], [0.01, -0.01, -0.03], [0.02, -0.01, -0.07], [0.26, 0.08, -0.06], [0.14, -0.07, 0.02], [-0.32, -0.09, 0.30], [-0.08, 0.13, -0.14], [-0.14, 0.37, 0.14], [-0.01, -0.05, 0.07], [0.09, -0.38, 0.14], [-0.01, 0.12, -0.05], [0.01, 0.10, -0.09], [-0.06, 0.29, -0.06], [-0.07, -0.30, -0.02], [0.09, 0.05, -0.10], [0.09, 0.06, 0.10], [-0.05, 0.16, 0.00], [0.15, -0.21, -0.18], [-0.13, -0.08, 0.08], [0.03, 0.02, 0.13], [-0.09, 0.15, 0.03], [-0.01, 0.02, -0.01], [0.03, 0.02, -0.18], [0.03, -0.36, -0.08], [0.11, 0.40, -0.39], [-0.21, -0.14, -0.05], [0.33, 0.10, 0.04], [-0.06, 0.04, -0.06], [-0.01, -0.07, 0.06], [0.04, -0.09, 0.07], [-0.09, 0.04, -0.04], [0.04, 0.05, -0.03], [0.09, -0.01, 0.04], [0.13, -0.01, 0.08], [0.05, 0.18, -0.08], [-0.09, -0.04, -0.03], [0.05, -0.03, -0.09], [0.02, -0.05, -0.02], [0.06, -0.06, 0.14], [-0.18, -0.03, 0.01], [-0.07, 0.01, -0.06], [-0.06, -0.08, 0.04], [0.02, -0.02, -0.03], [-0.07, 0.02, -0.05]]}

---

4.
{"formula": "C21H29N3O6S", "method": "wB97M-V/def2-TZVPD", "spin_multiplicity": 1, "e_above_lowest_kj_mol": 2454.12, "charge": 0, "gap_ev": 7.32, "lumo_energy_ev": 0.11, "symbols": ["C", "H", "O", "C", "C", "C", "C", "C", "C", "H", "H", "C", "N", "C", "C", "O", "C", "H", "H", "H", "C", "H", "H", "S", "O", "O", "C", "C", "O", "N", "C", "H", "C", "H", "H", "C", "N", "C", "C", "O", "C", "C", "H", "H", "H", "H", "H", "H", "H", "H", "H", "H", "H", "H", "H", "H", "H", "H", "H", "H"], "positions_angstrom": [[2.564, 2.078, -7.832], [1.510, 2.551, -7.529], [2.563, 0.688, -7.146], [2.585, 0.769, -5.896], [2.386, 1.962, -5.177], [2.641, 1.816, -3.749], [2.816, 0.636, -3.156], [2.693, -0.745, -4.070], [2.708, -0.576, -5.445], [2.738, -1.335, -5.996], [2.959, -1.820, -3.552], [2.744, 0.148, -1.846], [2.618, -0.755, -1.148], [2.841, -0.604, 0.302], [2.609, 0.785, 0.285], [2.787, 1.422, -0.885], [2.555, 1.886, 1.571], [2.647, 2.843, 1.211], [3.386, 1.436, 2.282], [1.804, 1.513, 2.124], [2.718, -1.595, 1.216], [3.416, -1.234, 2.239], [3.284, -2.583, 1.021], [1.169, -1.848, 1.700], [0.762, -3.130, 2.592], [0.311, -0.651, 1.972], [0.236, -2.458, 0.109], [-1.177, -2.705, 0.246], [-1.757, -1.923, -0.666], [-1.682, -3.083, 1.363], [-3.093, -3.161, 1.670], [-3.715, -2.718, 0.686], [-3.289, -2.102, 2.877], [-4.404, -2.004, 3.100], [-2.690, -2.309, 3.644], [-2.844, -0.804, 2.537], [-3.145, 0.138, 3.558], [-1.645, 1.166, 3.986], [-1.812, 2.265, 2.922], [-2.856, 2.985, 3.051], [-4.137, 2.381, 2.951], [-3.938, 1.069, 3.746], [-5.022, 0.456, 3.403], [-4.324, 1.492, 4.713], [-5.013, 2.819, 2.870], [-4.293, 1.976, 1.868], [-1.094, 3.083, 3.243], [-1.851, 2.103, 1.983], [-0.994, 0.356, 3.659], [-1.742, 1.382, 4.812], [-1.940, -0.691, 2.073], [-3.625, -0.360, 1.642], [-3.609, -4.153, 2.052], [-1.055, -3.301, 2.133], [0.663, -3.550, 0.262], [0.864, -2.063, -0.561], [2.495, 2.603, -3.141], [2.600, 2.893, -5.534], [3.423, 2.610, -7.633], [2.654, 1.951, -8.711]], "atomic_forces_ev_per_a": [[-5.02, -0.72, 11.47], [2.67, -0.68, -0.73], [0.47, 3.80, -7.08], [-0.79, 0.33, 2.88], [1.95, -4.19, 3.11], [-0.99, -1.48, -2.78], [-1.11, -7.06, -3.78], [2.52, 1.24, 1.06], [-0.83, 5.86, 9.26], [0.27, -5.79, -5.08], [-1.11, 3.02, -1.27], [0.85, 10.09, -1.51], [0.64, -10.49, 4.95], [-1.84, 7.17, -7.22], [2.58, 3.31, 3.36], [-1.01, -2.21, 1.19], [4.13, -6.38, -1.78], [0.06, 2.08, -0.34], [-0.72, 1.64, -1.58], [-3.65, -0.05, 1.64], [6.66, -2.78, 5.58], [-2.22, -0.94, -2.37], [-1.31, 1.32, -0.06], [-11.96, -4.70, 1.64], [3.16, 4.27, -1.49], [3.07, -0.77, 0.68], [4.31, -5.98, 5.33], [-1.66, 8.31, -5.06], [0.20, -3.91, 2.45], [-1.61, -3.01, 1.93], [-3.24, 2.21, -0.15], [1.76, -1.36, 2.68], [-4.08, -2.38, -3.60], [1.53, -0.63, 0.27], [1.85, -2.00, 3.77], [-5.75, 5.48, -4.13], [11.69, -2.71, 3.18], [-0.70, -7.04, -18.26], [5.37, 0.17, 7.20], [-8.57, 6.47, 2.15], [6.52, -6.13, -4.17], [-14.38, 4.60, -0.21], [1.21, 1.61, 0.82], [1.39, -1.48, 0.74], [-3.76, 3.49, 1.75], [1.13, 0.37, 0.56], [0.82, -1.27, -1.05], [1.74, -2.95, -6.82], [0.78, 0.72, 0.71], [-1.60, 3.91, 14.99], [2.53, 0.23, -0.63], [1.94, -1.44, 1.40], [1.79, 1.54, -1.20], [0.35, -0.17, -0.29], [-0.18, 1.55, -0.75], [0.51, 1.94, -3.84], [-0.05, 2.96, 1.91], [-0.18, 2.19, -1.31], [1.67, 1.35, 1.74], [0.23, -2.49, -11.84]]}

---

Look up the charge of the first one.
+2